Density functional theory data (ωB97M-V with the def2-TZVPD basis set) for a molecular structure, C42H57N5PtSi.

Results
Total charge   +2
HOMO-LUMO gap   4.37 eV
LUMO level   -8.2 eV
HOMO level   -0.463 Eh
Total energy   -2316.74363 a.u.
M   855.1 g mol⁻¹

Cartesian coordinates (Å):
1 Pt 1.7950 0.6781 0.0668
2 N 4.6729 1.0543 0.0143
3 C 4.8392 2.5006 -0.0286
4 C 3.7433 3.2259 0.7533
5 N 2.3551 2.9262 0.3249
6 C 2.0307 3.5961 -0.9514
7 C 1.1913 2.6807 -1.8401
8 N 1.8092 1.3269 -1.9191
9 C 1.3689 3.1851 1.3822
10 C 1.5507 2.2296 2.5719
11 N 1.9863 0.8719 2.1164
12 H 5.1582 0.5793 -0.7372
13 H 5.0463 0.6327 0.8598
14 H 5.7994 2.8435 0.3690
15 H 4.8121 2.8206 -1.0728
16 H 3.8411 2.9844 1.8137
17 H 3.9161 4.3055 0.6665
18 H 1.4959 4.5375 -0.7924
19 H 2.9640 3.8472 -1.4548
20 H 0.2017 2.5465 -1.4025
21 H 1.0682 3.1229 -2.8310
22 H 1.3529 0.7585 -2.6275
23 H 2.7877 1.3984 -2.1901
24 H 1.3707 4.2324 1.7084
25 H 0.3875 2.9724 0.9516
26 H 2.2466 2.5991 3.3238
27 H 0.5819 2.1259 3.0598
28 H 2.9992 0.7768 2.1804
29 H 1.6173 0.1541 2.7323
30 C -1.5723 0.4715 4.7941
31 C -2.4057 0.7744 3.5820
32 C -3.7540 1.1371 3.6965
33 C -4.6156 1.4375 2.6138
34 C -6.0461 1.8209 2.8675
35 C -4.1086 1.3390 1.3491
36 C -2.7328 0.9512 1.1495
37 C -1.9017 0.7151 2.3088
38 N -2.0972 0.7054 0.0408
39 C -2.6696 0.5964 -1.2749
40 C -1.5765 0.0030 -2.1787
41 C -2.0470 -0.0692 -3.6302
42 C -2.4270 1.3297 -4.1203
43 C -3.5446 1.8925 -3.2394
44 C -4.7661 0.9697 -3.2930
45 C -4.3751 -0.4277 -2.8020
46 C -3.2670 -0.9928 -3.6953
47 C -3.8989 -0.3441 -1.3460
48 C -3.0570 2.0105 -1.7924
49 H -2.1607 -0.0274 5.5628
50 H -1.1732 1.3879 5.2333
51 H -0.7416 -0.1848 4.5350
52 H -4.1785 1.1935 4.6953
53 H -6.2096 2.0886 3.9092
54 H -6.7101 0.9888 2.6289
55 H -6.3382 2.6675 2.2476
56 H -4.7327 1.5756 0.5011
57 H -0.8849 0.4095 2.0865
58 H -1.3284 -0.9996 -1.8177
59 H -0.6744 0.6063 -2.0627
60 H -1.2431 -0.4776 -4.2470
61 H -2.7618 1.2857 -5.1587
62 H -1.5570 1.9954 -4.0910
63 H -3.8188 2.8933 -3.5805
64 H -5.1367 0.9094 -4.3181
65 H -5.5773 1.3789 -2.6829
66 H -5.2438 -1.0883 -2.8326
67 H -3.6282 -1.0703 -4.7229
68 H -2.9925 -2.0000 -3.3704
69 H -3.5978 -1.3318 -0.9833
70 H -4.7163 0.0072 -0.7170
71 H -3.8382 2.4438 -1.1651
72 H -2.1857 2.6693 -1.7291
73 C 5.8830 -2.5839 2.3070
74 C 5.7336 -2.7128 0.9331
75 C 4.5185 -2.4109 0.3318
76 C 3.4209 -1.9725 1.0793
77 C 3.5974 -1.8591 2.4634
78 C 4.8084 -2.1559 3.0753
79 Si 1.7686 -1.6252 0.2187
80 C 1.7928 -2.4561 -1.4728
81 C 1.2478 -3.7311 -1.6473
82 C 1.2991 -4.3789 -2.8747
83 C 1.9007 -3.7636 -3.9629
84 C 2.4627 -2.5023 -3.8141
85 C 2.4029 -1.8651 -2.5831
86 C 0.4230 -2.4777 1.2236
87 C -0.9222 -2.1419 1.0675
88 C -1.9320 -2.8145 1.7407
89 C -1.6100 -3.8597 2.5977
90 C -0.2812 -4.2276 2.7577
91 C 0.7210 -3.5457 2.0777
92 H 6.8239 -2.8338 2.7791
93 H 6.5615 -3.0631 0.3300
94 H 4.4185 -2.5344 -0.7411
95 H 2.7622 -1.5813 3.1022
96 H 4.9092 -2.0763 4.1503
97 H 0.7673 -4.2297 -0.8126
98 H 0.8725 -5.3679 -2.9810
99 H 1.9355 -4.2649 -4.9212
100 H 2.9554 -2.0274 -4.6534
101 H 2.8721 -0.8920 -2.4764
102 H -1.1755 -1.3467 0.3782
103 H -2.9705 -2.5397 1.5881
104 H -2.3894 -4.3980 3.1211
105 H -0.0240 -5.0525 3.4094
106 H 1.7491 -3.8618 2.2108

Atomic forces in eV per Å
0.47 0.50 0.72
0.15 -0.17 0.04
-0.12 -0.02 -0.03
0.00 0.15 -0.01
0.18 0.07 -0.14
-0.15 -0.27 -0.01
0.00 0.11 -0.04
-0.22 -0.29 -0.11
-0.09 -0.10 -0.04
-0.10 -0.05 -0.10
0.01 -0.18 0.03
0.02 0.13 -0.06
-0.01 0.11 0.05
-0.01 0.07 -0.02
0.03 -0.03 -0.01
-0.03 -0.06 -0.02
0.02 0.01 0.11
0.02 0.01 0.04
0.00 -0.04 -0.03
-0.03 0.01 -0.05
0.06 0.00 -0.01
-0.04 -0.03 0.04
-0.02 0.00 -0.09
0.10 -0.03 0.12
-0.01 0.12 -0.04
0.04 0.06 -0.06
0.03 0.00 0.05
-0.02 -0.02 0.20
-0.09 0.01 -0.05
0.01 -0.03 0.02
0.03 0.01 -0.07
-0.03 -0.02 0.07
0.05 0.00 -0.03
-0.02 0.02 0.00
-0.12 -0.02 0.01
0.18 -0.02 -0.03
0.01 0.03 0.01
-0.36 0.07 -0.04
0.00 -0.09 -0.01
-0.02 -0.01 0.01
-0.01 -0.03 -0.01
0.01 0.01 0.01
0.00 -0.01 0.01
0.03 0.00 0.01
-0.01 -0.03 -0.01
0.00 0.03 0.02
0.00 -0.01 -0.04
0.02 0.06 0.03
-0.01 0.00 -0.01
0.00 0.00 -0.01
0.00 0.01 0.00
0.01 0.00 -0.01
0.01 0.01 0.00
0.00 0.00 0.01
0.00 -0.01 -0.01
0.00 0.02 0.02
-0.01 0.03 0.03
0.04 0.02 0.00
-0.02 0.04 -0.04
0.00 0.00 0.00
0.00 0.01 0.00
0.00 -0.01 -0.01
-0.01 0.00 -0.01
-0.01 0.01 0.00
0.00 0.00 0.00
-0.01 0.01 -0.01
0.00 -0.01 0.00
0.00 0.00 -0.01
0.00 0.01 0.01
0.01 0.00 -0.02
0.00 0.00 0.00
0.00 -0.01 -0.02
0.00 0.01 -0.01
0.02 0.04 0.02
0.00 0.08 -0.05
-0.06 -0.23 -0.01
-0.02 0.05 0.02
0.03 0.04 -0.02
0.00 -0.02 -0.61
-0.02 -0.08 0.02
-0.09 0.02 0.04
0.00 0.02 -0.04
-0.01 0.01 0.02
-0.03 -0.03 -0.01
0.05 0.06 0.01
0.09 -0.04 0.21
-0.03 0.03 -0.13
0.01 -0.01 0.02
0.02 0.01 -0.01
-0.03 0.01 0.01
0.01 0.03 0.06
0.00 0.01 0.00
0.00 -0.01 0.00
0.00 -0.04 0.01
-0.01 -0.08 0.00
-0.01 0.00 0.00
0.02 0.00 0.00
-0.01 0.01 0.00
0.02 -0.01 0.01
-0.01 0.01 0.00
0.07 -0.03 0.01
0.01 0.03 0.03
0.00 -0.01 -0.01
0.00 0.01 0.00
0.00 0.00 -0.01
0.00 0.01 0.01

---

Density functional theory data (ωB97M-V with the def2-TZVPD basis set) for a molecular structure, C42H58BrN3O4Re in a non-equilibrium geometry.

Results
HOMO-LUMO gap (alpha / beta)   7.28 / 7.90 eV
LUMO level (alpha / beta)   -0.4 / -0.4 eV
HOMO level (alpha / beta)   -0.284 / -0.305 Eh
Spin multiplicity   4
Total energy   -4752.79476 a.u.
M   935.1 g mol⁻¹
Energy relative to the best compared isomer or geometry (same formula, charge and spin)   137.4 kJ/mol

Cartesian coordinates (Å):
1 Re 1.3176 -0.1542 -0.8354
2 C 2.4472 -3.3135 0.2662
3 N 1.8555 -2.8610 -0.9987
4 C 2.7585 -3.1666 -2.1102
5 C 0.5619 -3.5163 -1.1979
6 C -0.5254 -2.7987 -0.4538
7 N -0.7256 -1.3885 -0.8167
8 C -1.6932 -0.8237 0.1466
9 C -1.2768 -0.9315 1.5969
10 C -2.2368 -1.2671 2.5515
11 C -1.9213 -1.3153 3.8976
12 C -0.6007 -1.0273 4.2552
13 C 0.3960 -0.6957 3.3398
14 C 0.0044 -0.6551 2.0082
15 O 0.9143 -0.3450 1.0153
16 C 1.8374 -0.3794 3.7714
17 C 2.1686 1.0791 3.4277
18 C 2.0489 -0.5582 5.2793
19 C 2.8177 -1.3193 3.0553
20 C -2.9450 -1.6544 4.9858
21 C -4.3129 -1.9917 4.3949
22 C -2.4561 -2.8581 5.8058
23 C -3.1086 -0.4487 5.9195
24 C -1.2056 -1.2649 -2.2071
25 C -1.6488 0.1159 -2.6402
26 C -2.6949 0.2385 -3.5437
27 C -3.0890 1.4792 -4.0283
28 C -2.4185 2.5995 -3.5372
29 C -1.3778 2.5318 -2.6057
30 C -1.0050 1.2596 -2.2039
31 O -0.0081 1.0972 -1.2695
32 C -0.6838 3.7942 -2.0704
33 C -0.7534 3.8275 -0.5349
34 C -1.3528 5.0764 -2.5790
35 C 0.7778 3.8203 -2.5367
36 C -4.2189 1.5736 -5.0628
37 C -4.4809 3.0171 -5.4927
38 C -5.5121 1.0024 -4.4662
39 C -3.8398 0.7611 -6.3095
40 H 2.6556 -4.3917 0.2256
41 H 1.7592 -3.1228 1.0927
42 H 3.3710 -2.7774 0.4700
43 H 2.9647 -4.2452 -2.1670
44 H 3.6985 -2.6370 -1.9760
45 H 2.3279 -2.8339 -3.0519
46 H 0.5920 -4.5433 -0.8102
47 H 0.3508 -3.6014 -2.2634
48 H -0.2879 -2.8225 0.6097
49 H -1.4717 -3.3452 -0.5783
50 H -2.6460 -1.3538 0.0358
51 H -1.8827 0.2126 -0.1124
52 H -3.2413 -1.4942 2.2067
53 H -0.3403 -1.0607 5.3040
54 H 1.4527 1.7530 3.9074
55 H 2.1617 1.2699 2.3544
56 H 3.1696 1.3245 3.8010
57 H 1.4474 0.1409 5.8687
58 H 3.0987 -0.3597 5.5066
59 H 1.8241 -1.5751 5.6138
60 H 2.7889 -1.2045 1.9691
61 H 2.5946 -2.3625 3.3010
62 H 3.8388 -1.1062 3.3890
63 H -4.2701 -2.8648 3.7355
64 H -4.7287 -1.1537 3.8273
65 H -5.0110 -2.2199 5.2050
66 H -2.2895 -3.7286 5.1639
67 H -3.2021 -3.1277 6.5617
68 H -1.5188 -2.6416 6.3259
69 H -3.4517 0.4293 5.3646
70 H -2.1654 -0.1883 6.4087
71 H -3.8438 -0.6715 6.7002
72 H -2.0513 -1.9478 -2.3672
73 H -0.4038 -1.6010 -2.8675
74 H -3.2039 -0.6658 -3.8720
75 H -2.7276 3.5743 -3.8814
76 H -1.7893 3.7276 -0.1934
77 H -0.3747 4.7912 -0.1795
78 H -0.1623 3.0397 -0.0683
79 H -2.4077 5.1329 -2.2924
80 H -1.2839 5.1804 -3.6661
81 H -0.8417 5.9360 -2.1383
82 H 1.3299 2.9373 -2.2201
83 H 1.2810 4.7008 -2.1237
84 H 0.8318 3.8761 -3.6277
85 H -4.7940 3.6445 -4.6515
86 H -5.2858 3.0315 -6.2335
87 H -3.5972 3.4738 -5.9509
88 H -5.8287 1.5829 -3.5951
89 H -5.3877 -0.0366 -4.1491
90 H -6.3170 1.0318 -5.2074
91 H -2.9041 1.1249 -6.7430
92 H -4.6262 0.8457 -7.0665
93 H -3.7103 -0.2996 -6.0777
94 N 2.0170 -0.1881 -4.0137
95 C 1.7924 -0.1447 -2.8783
96 Br 8.4159 -2.1687 -0.7499
97 C 7.4234 -0.6994 -0.0955
98 C 8.0714 0.3039 0.6078
99 C 7.3314 1.3811 1.0854
100 C 5.9675 1.4501 0.8559
101 C 5.3325 0.4345 0.1537
102 C 6.0579 -0.6493 -0.3274
103 C 3.8651 0.5798 -0.0581
104 O 3.2951 1.6270 0.1511
105 O 3.2159 -0.5090 -0.5123
106 H 9.1388 0.2451 0.7786
107 H 7.8286 2.1708 1.6365
108 H 5.3785 2.2858 1.2112
109 H 5.5643 -1.4357 -0.8782

Atomic forces in eV per Å
-1.66 -2.41 -0.81
-0.15 0.00 -0.02
0.03 0.05 0.04
0.07 -0.02 0.00
0.19 -0.06 -0.12
-0.13 -0.22 0.24
0.39 0.40 -0.28
-0.13 0.05 0.28
-0.94 -0.14 0.05
-0.06 -0.07 -0.23
0.06 0.01 0.12
0.11 0.06 0.02
0.09 -0.09 0.76
1.31 0.50 -1.91
-0.23 -0.18 2.35
-0.14 -0.03 -0.11
0.07 0.14 -0.03
-0.09 -0.01 0.02
0.16 -0.02 -0.07
0.11 -0.01 -0.06
-0.11 -0.05 -0.04
0.01 -0.08 0.03
0.00 0.11 0.07
-0.38 -0.06 -0.33
-0.26 -0.33 -0.19
-0.02 -0.18 0.02
0.03 0.09 -0.02
-0.03 0.00 0.07
-0.30 0.52 -0.33
1.19 -0.50 0.75
-0.72 1.55 -0.27
-0.05 -0.12 -0.03
-0.01 0.04 0.14
-0.07 0.01 -0.06
0.10 0.03 -0.05
0.12 0.00 0.11
-0.04 0.11 -0.04
-0.08 -0.02 0.06
0.04 -0.04 -0.06
0.02 0.01 0.00
0.08 0.00 -0.08
-0.01 0.02 -0.10
-0.01 0.03 0.03
0.02 0.04 0.07
-0.05 0.03 0.02
0.00 -0.08 -0.07
0.01 0.17 -0.06
-0.06 0.01 -0.03
0.00 0.09 -0.01
-0.03 -0.05 -0.11
0.10 0.13 -0.06
0.09 0.03 0.05
0.02 0.00 0.01
0.06 -0.02 -0.02
-0.08 -0.05 0.08
-0.08 -0.02 -0.01
0.02 -0.05 -0.07
-0.05 0.00 0.00
0.00 0.04 -0.05
-0.05 0.05 0.30
0.03 0.04 0.00
-0.06 -0.02 0.00
0.02 0.07 0.07
0.04 -0.06 0.06
0.04 0.01 -0.06
-0.03 0.07 0.04
0.08 0.04 -0.07
-0.09 -0.01 -0.06
0.02 -0.06 0.04
-0.09 -0.03 -0.05
0.07 0.02 -0.06
-0.02 -0.02 0.13
0.03 0.02 0.04
0.06 0.10 0.01
0.03 -0.02 0.00
0.06 0.03 -0.03
-0.02 -0.08 -0.01
-0.05 0.06 -0.09
0.08 -0.01 0.00
0.00 -0.05 0.07
-0.03 -0.05 -0.02
-0.02 -0.01 0.05
-0.04 -0.06 -0.03
-0.01 0.00 0.06
0.03 -0.08 -0.08
0.06 0.01 0.05
-0.09 -0.07 0.04
0.03 -0.03 -0.04
0.01 0.08 -0.04
0.06 0.00 0.04
-0.07 -0.01 0.03
0.06 -0.01 0.06
-0.01 0.09 -0.01
-0.07 -0.02 0.18
0.11 -0.07 -0.36
0.04 -0.06 -0.03
-0.14 0.09 0.03
-0.06 0.07 0.03
0.08 -0.04 -0.01
0.17 0.08 0.07
-0.03 -0.07 0.08
-0.02 0.00 0.06
0.05 -0.86 -0.32
-0.33 0.17 -0.04
1.58 1.49 0.32
-0.05 0.00 -0.01
-0.01 -0.06 -0.04
0.03 -0.04 -0.02
-0.03 -0.02 -0.03

---

Question: What is the formula in the first record?
Answer: C42H57N5PtSi

---

Question: The highest total energy belongs to which entry?
Answer: C42H57N5PtSi